DFT (wB97M-V/def2-TZVPD) results for 8 unconnected molecules or ions with the total composition C8H28O7.

Last columns: bonded neighbours and bond lengths (Å).
Cartesian coordinates (Å):
1 C -0.62 -0.89 1.85  C2 1.335, H9 1.091, H10 1.084
2 C 0.27 -0.70 0.87  C1 1.335, C3 1.520, C5 1.484
3 C 1.56 -1.52 0.85  C2 1.520, C4 1.525, H11 1.090, H12 1.088
4 C 2.56 -1.01 1.88  C3 1.525, H13 1.093, H14 1.092, H15 1.091
5 C 0.12 0.27 -0.24  C2 1.484, C6 1.510, C7 1.343
6 C 1.28 1.22 -0.41  C5 1.510, H16 1.094, H17 1.084, H18 1.092
7 C -0.94 0.34 -1.07  C5 1.343, C8 1.492, H19 1.081
8 C -2.19 -0.47 -1.05  C7 1.492, H20 1.088, H21 1.084, H22 1.095
9 H -0.51 -1.64 2.64  C1 1.091
10 H -1.57 -0.37 1.95  C1 1.084
11 H 1.33 -2.57 1.03  C3 1.090
12 H 1.99 -1.46 -0.15  C3 1.088
13 H 3.50 -1.57 1.86  C4 1.093
14 H 2.17 -1.07 2.90  C4 1.092
15 H 2.79 0.04 1.72  C4 1.091
16 H 2.19 0.67 -0.68  C6 1.094
17 H 1.16 1.88 -1.26  C6 1.084
18 H 1.51 1.80 0.48  C6 1.092
19 H -0.92 1.09 -1.85  C7 1.081
20 H -2.98 0.03 -1.60  C8 1.088
21 H -2.56 -0.65 -0.05  C8 1.084
22 H -2.03 -1.46 -1.49  C8 1.095
23 O -0.13 3.07 -3.37  H24 0.960, H25 0.982
24 H -0.41 3.13 -2.45  O23 0.960
25 H 0.25 2.17 -3.46  O23 0.982
26 O 1.04 -2.39 -2.61  H27 0.973, H28 0.989
27 H 0.90 -2.88 -3.44  O26 0.973
28 H 0.45 -2.86 -1.97  O26 0.989
29 O -1.49 3.18 1.58  H30 0.960, H31 0.986
30 H -1.25 3.07 0.66  O29 0.960
31 H -0.76 2.78 2.11  O29 0.986
32 O 1.09 0.32 -3.27  H33 0.988, H34 0.969
33 H 0.92 -0.56 -2.85  O32 0.988
34 H 1.65 0.13 -4.03  O32 0.969
35 O -0.41 -3.96 -0.86  H36 0.964, H37 0.970
36 H 0.11 -4.63 -0.39  O35 0.964
37 H -0.85 -3.44 -0.17  O35 0.970
38 O -3.58 1.54 2.24  H39 0.966, H40 0.987
39 H -4.29 2.12 2.53  O38 0.966
40 H -2.83 2.14 2.01  O38 0.987
41 O 0.57 1.99 2.96  H42 0.979, H43 0.969
42 H 0.54 1.05 2.71  O41 0.979
43 H 0.35 2.06 3.91  O41 0.969

As for the net charge: 0. The value obtained for the HOMO-LUMO gap is 9.11 eV. Its energy above the lowest of the compared OMol25 structures with the same formula, charge and spin is 0.0 kcal/mol. The SMILES is C=C(CC)/C(C)=C\C.O.O.O.O.O.O.O. The total energy comes out at -848.2739 a.u. As for the HOMO energy: -9.0 eV.

Results of the Mulliken charge analysis, in e, for atoms 1 through 8: -0.891, 0.264, -0.462, -1.413, 1.508, -1.461, 0.027, -1.361

DFT (wB97M-V/def2-TZVPD) results for 7 unconnected molecules or ions with the total composition C8H29BrNO6.

Last columns: bonded neighbours and bond lengths (Å).
Cartesian coordinates (Å):
1 Br 6.71 -18.91 -21.22  no bonds
2 C 9.31 -15.70 -17.49  C3 1.520, H5 1.089, H6 1.095, H7 1.091
3 C 9.08 -16.38 -18.83  C2 1.520, O4 1.411, H8 1.098, H9 1.100
4 O 7.71 -16.33 -19.18  C3 1.411, H10 0.969
5 H 10.29 -15.94 -17.10  C2 1.089
6 H 8.57 -16.10 -16.79  C2 1.095
7 H 9.12 -14.63 -17.55  C2 1.091
8 H 9.43 -17.42 -18.75  C3 1.098
9 H 9.71 -15.91 -19.61  C3 1.100
10 H 7.48 -17.18 -19.57  O4 0.969
11 C 3.61 -16.04 -19.80  C12 1.525, H14 1.092, H15 1.092, H16 1.091
12 C 3.42 -16.52 -21.23  C11 1.525, O13 1.422, H17 1.096, H18 1.091
13 O 3.46 -17.93 -21.32  C12 1.422, H19 0.971
14 H 4.60 -16.33 -19.46  C11 1.092
15 H 2.88 -16.52 -19.15  C11 1.092
16 H 3.51 -14.95 -19.73  C11 1.091
17 H 4.23 -16.10 -21.85  C12 1.096
18 H 2.45 -16.21 -21.63  C12 1.091
19 H 4.39 -18.18 -21.23  O13 0.971
20 C 9.99 -16.25 -22.72  C21 1.529, H26 1.099, H27 1.092, H28 1.090
21 C 8.87 -15.23 -22.54  C20 1.529, C22 1.514, N25 1.453, H29 1.098
22 C 9.03 -14.05 -23.48  C21 1.514, O23 1.418, H30 1.096, H31 1.101
23 O 10.21 -13.30 -23.20  C22 1.418, C24 1.405
24 C 9.95 -12.21 -22.35  O23 1.405, H32 1.096, H33 1.092, H34 1.095
25 N 7.54 -15.78 -22.72  C21 1.453, H35 1.021, H36 1.019
26 H 9.98 -16.61 -23.76  C20 1.099
27 H 9.81 -17.12 -22.09  C20 1.092
28 H 10.98 -15.84 -22.52  C20 1.090
29 H 8.88 -14.84 -21.51  C21 1.098
30 H 8.15 -13.41 -23.48  C22 1.096
31 H 9.13 -14.41 -24.51  C22 1.101
32 H 9.30 -11.48 -22.85  C24 1.096
33 H 10.91 -11.73 -22.15  C24 1.092
34 H 9.52 -12.53 -21.40  C24 1.095
35 H 7.44 -16.62 -22.15  N25 1.021
36 H 7.40 -16.13 -23.66  N25 1.019
37 O 8.47 -19.81 -23.99  H38 0.960, H39 0.972
38 H 8.79 -19.08 -24.53  O37 0.960
39 H 8.00 -19.37 -23.26  O37 0.972
40 O 8.65 -20.28 -18.55  H41 0.962, H42 0.968
41 H 8.27 -21.16 -18.52  O40 0.962
42 H 8.26 -19.89 -19.35  O40 0.968
43 O 7.20 -22.27 -21.46  H44 0.962, H45 0.970
44 H 7.99 -22.11 -21.98  O43 0.962
45 H 6.85 -21.38 -21.32  O43 0.970

As for the net charge: -1. The value obtained for the HOMO-LUMO gap is 9.03 eV. The total energy comes out at -3402.5171 a.u. As for the HOMO energy: -6.2 eV.

Results of the Mulliken charge analysis, in e, for atoms 1 through 8: -0.907, -1.357, 0.268, -0.404, 0.366, 0.316, 0.293, 0.250

For each record above, in turn, the calculated lowest unoccupied orbital energy values are 0.16, 2.87 eV.